1.
{"formula": "C51H130N6O17", "method": "ωB97M-V/def2-TZVPD", "symbols": ["C", "O", "C", "C", "N", "C", "C", "O", "C", "H", "H", "H", "H", "H", "H", "H", "H", "H", "H", "H", "H", "H", "H", "H", "C", "O", "C", "C", "N", "C", "C", "O", "C", "H", "H", "H", "H", "H", "H", "H", "H", "H", "H", "H", "H", "H", "H", "H", "C", "O", "C", "C", "N", "C", "C", "O", "C", "H", "H", "H", "H", "H", "H", "H", "H", "H", "H", "H", "H", "H", "H", "H", "C", "O", "C", "C", "N", "C", "C", "O", "C", "H", "H", "H", "H", "H", "H", "H", "H", "H", "H", "H", "H", "H", "H", "H", "C", "O", "C", "C", "N", "C", "C", "O", "C", "H", "H", "H", "H", "H", "H", "H", "H", "H", "H", "H", "H", "H", "H", "H", "C", "O", "C", "C", "N", "C", "C", "O", "C", "H", "H", "H", "H", "H", "H", "H", "H", "H", "H", "H", "H", "H", "H", "H", "C", "C", "C", "O", "H", "H", "H", "H", "H", "H", "H", "H", "C", "C", "C", "O", "H", "H", "H", "H", "H", "H", "H", "H", "C", "C", "C", "O", "H", "H", "H", "H", "H", "H", "H", "H", "C", "C", "C", "O", "H", "H", "H", "H", "H", "H", "H", "H", "C", "C", "C", "O", "H", "H", "H", "H", "H", "H", "H", "H"], "coordinates": [[10.874, 0.135, 3.876], [9.537, 0.098, 4.496], [8.890, 1.381, 4.378], [7.492, 1.380, 5.032], [6.609, 0.344, 4.400], [5.428, 0.067, 5.241], [4.514, -0.899, 4.514], [5.194, -2.147, 4.477], [4.716, -3.120, 3.504], [11.589, 0.746, 4.427], [10.773, 0.373, 2.816], [11.366, -0.837, 3.871], [8.733, 1.595, 3.321], [9.507, 2.133, 4.871], [6.998, 2.345, 4.918], [7.596, 1.116, 6.085], [7.111, -0.527, 4.310], [4.996, 1.055, 5.399], [5.808, -0.435, 6.131], [4.240, -0.562, 3.514], [3.619, -1.129, 5.093], [4.433, -2.682, 2.547], [3.870, -3.716, 3.847], [5.509, -3.851, 3.349], [3.404, 7.895, 5.492], [2.460, 6.925, 5.348], [1.329, 7.233, 4.573], [1.375, 6.598, 3.180], [0.991, 5.172, 3.143], [-0.358, 4.839, 3.592], [-0.706, 3.392, 3.424], [-2.073, 3.077, 3.661], [-2.351, 1.694, 3.758], [4.268, 7.437, 5.973], [3.105, 8.820, 5.984], [3.928, 8.261, 4.609], [1.162, 8.295, 4.394], [0.454, 6.943, 5.155], [2.425, 6.702, 2.908], [0.815, 7.083, 2.381], [1.612, 4.588, 3.684], [-1.063, 5.481, 3.064], [-0.432, 5.026, 4.663], [-0.099, 2.746, 4.058], [-0.455, 3.204, 2.380], [-2.043, 1.201, 4.679], [-1.941, 1.107, 2.936], [-3.426, 1.515, 3.731], [0.268, -3.371, 6.644], [-1.074, -2.987, 6.308], [-1.527, -3.445, 5.056], [-2.902, -2.802, 4.840], [-3.459, -3.196, 3.514], [-4.597, -2.440, 3.198], [-5.002, -2.660, 1.683], [-6.317, -2.124, 1.506], [-6.843, -2.352, 0.215], [0.996, -2.818, 6.052], [0.441, -4.436, 6.487], [0.435, -3.134, 7.695], [-1.612, -4.528, 4.963], [-0.825, -3.194, 4.261], [-2.812, -1.722, 4.954], [-3.687, -3.099, 5.535], [-3.842, -4.131, 3.526], [-4.459, -1.381, 3.415], [-5.481, -2.723, 3.769], [-4.877, -3.726, 1.495], [-4.198, -2.220, 1.092], [-6.320, -1.767, -0.542], [-7.867, -1.980, 0.245], [-6.877, -3.411, -0.038], [-2.187, 4.385, -3.962], [-2.717, 3.875, -5.210], [-3.550, 4.771, -5.934], [-2.757, 5.843, -6.632], [-1.847, 5.188, -7.556], [-1.057, 6.083, -8.392], [-0.107, 5.285, -9.332], [0.894, 4.538, -8.502], [1.977, 4.125, -9.281], [-2.853, 4.976, -3.334], [-1.242, 4.920, -4.053], [-1.953, 3.570, -3.277], [-4.312, 5.214, -5.294], [-4.101, 4.178, -6.663], [-2.204, 6.358, -5.846], [-3.419, 6.559, -7.119], [-1.280, 4.511, -7.067], [-0.385, 6.703, -7.799], [-1.721, 6.710, -8.988], [0.438, 6.045, -9.891], [-0.696, 4.622, -9.965], [2.022, 4.638, -10.242], [1.879, 3.048, -9.412], [2.937, 4.294, -8.791], [-3.998, -2.762, -1.918], [-3.084, -3.455, -0.978], [-2.972, -4.848, -1.258], [-2.139, -5.583, -0.193], [-2.617, -5.715, 1.168], [-3.931, -6.376, 1.237], [-4.256, -6.800, 2.678], [-4.440, -5.667, 3.527], [-4.812, -6.053, 4.828], [-4.922, -3.317, -2.078], [-3.526, -2.819, -2.898], [-4.189, -1.718, -1.669], [-2.473, -5.005, -2.214], [-3.947, -5.335, -1.254], [-1.147, -5.131, -0.161], [-2.114, -6.640, -0.459], [-2.669, -4.807, 1.607], [-3.863, -7.255, 0.595], [-4.655, -5.635, 0.898], [-3.531, -7.539, 3.019], [-5.191, -7.359, 2.642], [-5.108, -5.167, 5.390], [-3.917, -6.390, 5.350], [-5.649, -6.751, 4.847], [0.889, -0.631, 3.925], [-0.293, -0.848, 3.157], [0.022, -0.826, 1.768], [-0.875, -1.770, 0.944], [-0.854, -1.664, -0.537], [-1.330, -0.379, -1.079], [-1.061, -0.144, -2.607], [-1.980, -0.880, -3.403], [-1.762, -0.851, -4.863], [1.693, -1.339, 3.721], [0.762, -0.484, 4.997], [1.330, 0.336, 3.682], [1.037, -1.137, 1.524], [-0.010, 0.187, 1.366], [-1.926, -1.723, 1.228], [-0.590, -2.792, 1.194], [-1.503, -2.358, -0.880], [-0.663, 0.332, -0.591], [-2.374, -0.173, -0.842], [-0.067, -0.573, -2.731], [-1.166, 0.908, -2.873], [-2.182, -1.711, -5.384], [-0.688, -0.891, -5.046], [-2.027, 0.097, -5.331], [-3.502, 2.572, 0.094], [-4.905, 2.014, 0.138], [-5.019, 0.805, 1.117], [-5.762, 3.048, 0.603], [-3.090, 2.952, 1.029], [-3.435, 3.293, -0.720], [-2.774, 1.850, -0.275], [-5.209, 1.657, -0.846], [-4.872, 0.920, 2.191], [-4.317, 0.075, 0.714], [-5.988, 0.306, 1.123], [-5.938, 3.628, -0.141], [2.200, -0.352, -4.674], [2.099, 0.065, -6.151], [1.847, 1.563, -6.384], [3.368, -0.158, -6.774], [1.407, 0.042, -4.038], [3.129, -0.025, -4.207], [2.151, -1.434, -4.553], [1.389, -0.603, -6.637], [0.974, 2.040, -5.939], [1.796, 1.892, -7.422], [2.710, 2.149, -6.065], [4.023, -0.091, -6.075], [4.212, -2.390, -0.924], [2.746, -2.736, -1.166], [2.212, -3.743, -0.106], [2.031, -1.483, -1.101], [4.313, -1.897, 0.043], [4.661, -1.715, -1.652], [4.890, -3.243, -0.901], [2.511, -3.210, -2.120], [2.328, -3.343, 0.901], [2.711, -4.703, -0.237], [1.193, -4.013, -0.383], [1.085, -1.598, -0.988], [0.030, -4.062, -3.984], [0.303, -5.527, -4.055], [1.347, -5.909, -5.060], [0.708, -5.921, -2.808], [-0.783, -3.898, -3.276], [-0.311, -3.768, -4.977], [0.872, -3.422, -3.721], [-0.516, -6.141, -4.429], [2.267, -5.415, -4.749], [1.076, -5.556, -6.055], [1.578, -6.974, -5.064], [1.660, -5.888, -2.693], [1.414, 4.312, -1.822], [1.086, 3.989, -0.332], [2.049, 3.086, 0.380], [1.284, 5.208, 0.344], [1.110, 3.498, -2.480], [2.469, 4.575, -1.896], [0.884, 5.213, -2.130], [0.079, 3.610, -0.156], [2.177, 2.238, -0.292], [1.463, 2.720, 1.223], [3.020, 3.457, 0.708], [1.226, 5.004, 1.281]], "mulliken_charge": [-0.733, -0.322, -0.575, -0.676, -0.408, -0.843, 0.095, -0.440, -0.384, 0.283, 0.308, 0.266, 0.351, 0.422, 0.352, 0.371, 0.268, 0.401, 0.364, 0.275, 0.085, -0.023, 0.256, 0.359, -0.839, -0.294, -0.643, -0.645, -0.191, -0.822, -0.070, -0.501, -0.610, 0.301, 0.323, 0.339, 0.378, 0.359, 0.333, 0.413, 0.202, 0.333, 0.348, 0.303, 0.002, 0.523, 0.005, 0.350, -0.461, -0.385, 0.013, -0.733, 1.112, -1.395, 1.954, -0.566, -0.642, -0.003, 0.312, 0.274, 0.346, -0.041, 0.143, 0.385, -0.213, 0.350, 0.381, -0.580, -0.543, 0.119, 0.360, 0.317, -0.406, -0.270, -0.677, -0.628, -0.239, -0.743, -0.556, -0.255, -0.826, 0.361, 0.287, -0.135, 0.427, 0.305, 0.276, 0.490, 0.207, 0.340, 0.363, 0.480, 0.302, 0.366, 0.260, 0.266, -0.972, 0.571, -0.677, -1.442, -0.034, -0.197, -1.138, -0.390, -1.120, 0.418, 0.177, 0.020, 0.387, 0.574, 0.266, 0.599, 0.152, 0.598, -0.029, 0.368, 0.419, 0.324, 0.356, 0.380, -1.327, 0.210, -1.150, 0.262, 2.410, 0.154, 0.136, -0.030, -0.830, 0.340, 0.586, 0.414, 0.102, 0.132, -0.682, 0.465, -1.076, 0.334, -0.416, -0.939, 0.338, 0.334, 0.117, 0.241, -0.463, 0.318, -0.653, -0.581, 0.215, 0.393, -0.104, 0.211, 0.240, -0.250, 0.491, 0.355, -0.873, 0.698, -1.154, -0.596, -0.294, 0.649, 0.222, 0.277, 0.292, 0.172, 0.314, 0.372, -1.597, 1.443, -0.770, -0.378, 0.238, 0.320, 0.401, -0.345, 0.003, 0.600, -0.128, -0.234, 0.351, 0.532, -1.798, -0.528, -0.455, 0.488, -0.487, 0.314, 0.404, 0.405, 0.376, 0.293, -1.607, 1.534, -0.921, -0.652, 0.309, 0.383, 0.370, -0.328, 0.303, 0.038, 0.365, 0.322], "smiles": "COCCNCCOC.COCCNCCOC.COCCNCCOC.COCCNCCOC.COCCNCCOC.COCCNCCOC.CC(C)O.CC(C)O.CC(C)O.CC(C)O.CC(C)O", "spin_multiplicity": 1}



2.
{"formula": "C9H7Br3N2O", "method": "ωB97M-V/def2-TZVPD", "symbols": ["C", "C", "C", "C", "C", "C", "C", "C", "C", "N", "N", "O", "Br", "Br", "Br", "H", "H", "H", "H", "H", "H", "H"], "coordinates": [[3.396, -2.104, 0.005], [3.011, -1.319, 1.092], [2.748, -2.097, -1.187], [2.062, -0.363, 0.976], [1.710, -1.217, -1.273], [1.266, -0.477, -0.184], [-3.324, 0.738, -0.051], [0.117, 0.477, -0.480], [-3.865, 2.812, 0.582], [-2.158, 0.734, 0.049], [-1.077, -0.067, -0.112], [0.272, 1.609, -0.853], [-4.790, 3.280, -1.014], [-2.242, 3.710, 0.741], [-5.040, 2.939, 2.076], [4.207, -2.734, 0.153], [3.525, -1.423, 1.991], [3.168, -2.693, -2.020], [1.512, 0.023, 1.873], [1.065, -1.154, -2.110], [-4.318, 0.420, -0.233], [-1.244, -1.095, -0.021]], "mulliken_charge": [-0.271, -0.550, -0.558, -0.295, -0.318, 0.523, 0.010, -0.005, -0.296, -0.197, -0.146, -0.508, -0.046, 0.005, -0.040, 0.406, 0.444, 0.344, 0.282, 0.409, 0.470, 0.337], "spin_multiplicity": 1}



no.,gap between HOMO and LUMO (eV)
1,8.860
2,8.063